Below is a 3-piece molecular cluster, C5H12N2O2 overall, with properties calculated with ωB97M-V/def2-TZVPD.

- Orbital gap: 7.37 eV
- Spin multiplicity: 1
- Net charge: 0
- E_tot: -12451.426 eV
- HOMO level: -8.018 eV
- ΔE to the lowest compared entry with this formula, charge and spin: 439.7 kJ/mol

Last column: Löwdin charge in e.
Geometry (Å):
C -0.09 -0.29 -1.88  -0.40
C -1.71 0.87 -1.24  -0.10
N -0.12 -1.52 -1.30  0.11
O 1.02 0.42 -1.78  0.01
H 1.58 0.11 -0.99  0.08
H -0.52 -0.26 -2.88  0.13
H 0.32 -1.64 -0.39  0.08
H -0.96 -2.07 -1.42  0.10
H -1.53 1.71 -1.91  0.02
H -2.24 1.18 -0.34  0.01
H -2.43 0.20 -1.72  0.01
C 0.21 1.30 0.98  -0.04
C 1.01 0.14 1.29  -0.41
C 0.64 -0.68 2.50  -0.17
N 1.27 -1.71 2.87  0.14
O 1.92 -0.30 0.55  0.00
H 2.06 -1.89 2.24  0.06
H -0.25 -0.38 3.05  0.11
H -0.50 1.07 0.00  0.07
H -0.49 1.59 1.75  0.08
H 0.80 2.13 0.61  0.11

***

Below is an isolated ion of composition CH3FNO2S and charge -1, with properties calculated with ωB97M-V/def2-TZVPD.

- Orbital gap: 8.01 eV
- Spin multiplicity: 1
- Net charge: -1
- E_tot: -20224.098 eV
- HOMO level: -3.873 eV
- ΔE to the lowest compared entry with this formula, charge and spin: 65.3 kJ/mol

Last column: Löwdin charge in e.
Geometry (Å):
C 0.78 0.27 0.62  -0.35
N 0.29 -0.59 -0.34  -0.20
O -1.65 0.88 0.05  -0.57
O -2.18 -1.22 -1.03  -0.55
F 1.98 1.06 0.31  -0.17
S -1.33 -0.05 -1.07  0.59
H -0.02 0.94 0.89  0.07
H 1.12 -0.13 1.51  0.07
H 1.00 -1.16 -0.95  0.11